13
Properties=species:S:1:pos:R:3:mulliken_charge:R:1 method="wB97M-V/def2-TZVPD" homo_ev=-10.19 total_energy_ha=-307.2567 max_force_ev_per_a=0.7 multiplicity=1 homo_lumo_gap_ev=10.040
O -1.46091 -0.59833 0.95501 -0.538
C -0.88589 0.51780 0.32151 -0.147
C 0.58557 0.71042 0.73211 -0.579
C 1.38062 -0.42461 0.25932 -0.569
C 1.93299 -1.39847 -0.18714 0.241
C -0.21436 -0.09953 -2.09392 -0.321
C -1.00740 0.40728 -1.19039 -0.174
H -1.45799 1.38127 0.67173 0.385
H 0.63355 0.78418 1.82404 0.277
H -1.94987 0.70376 -1.66799 0.368
H 0.97056 1.64380 0.30498 0.288
H -0.96994 -1.37593 0.64904 0.400
H 2.44307 -2.25164 -0.57831 0.370


13
Properties=species:S:1:pos:R:3:mulliken_charge:R:1 method="wB97M-V/def2-TZVPD" homo_ev=-10.24 total_energy_ha=-307.3182 max_force_ev_per_a=0.9 multiplicity=1 homo_lumo_gap_ev=11.212
O 1.63830 0.35380 -0.21934 -0.470
C 0.36623 0.94607 -0.14550 -0.168
C -0.14295 0.95176 1.24106 -0.670
C -0.28616 -1.19975 -1.00185 -0.419
C -0.61963 0.21783 -1.11197 -0.461
C -0.52378 0.95644 2.38452 0.251
C 0.15156 -2.27521 -0.67058 -0.065
H -1.66561 0.36596 -0.82338 0.338
H 1.48695 -0.60091 -0.08765 0.295
H -0.84054 0.95555 3.40347 0.420
H -0.48861 0.60315 -2.12895 0.284
H 0.42476 -3.26149 -0.38474 0.390
H 0.49754 1.98157 -0.47638 0.276


13
Properties=species:S:1:pos:R:3:mulliken_charge:R:1 method="wB97M-V/def2-TZVPD" homo_ev=-8.81 total_energy_ha=-307.3050 max_force_ev_per_a=0.4 multiplicity=1 homo_lumo_gap_ev=9.387
O -2.54076 1.27066 0.96233 -0.486
C -2.20437 0.08249 0.38125 0.029
C 2.33540 -0.16972 -0.39941 -0.320
C 1.25179 0.35452 -1.29707 -0.533
C 0.10157 -1.06502 0.78117 -0.624
C 1.12379 -0.50197 -0.07859 0.324
C -1.12689 -0.60955 0.65525 -0.089
H 1.08745 -0.09660 -2.28027 0.186
H 0.95464 1.40770 -1.24990 0.184
H 3.39258 -0.16060 -0.18535 0.353
H -1.79842 1.54824 1.51796 0.317
H -2.95449 -0.24698 -0.33063 0.320
H 0.37771 -1.81317 1.52326 0.340